Formula: C10H31Cl2O7P2ReSbSi3
Source: the Open Molecules 2025 dataset
Level of theory: ωB97M-V/def2-TZVPD

Charge: +2
Relative energy (zero: lowest compared OMol25 entry of this formula, charge and spin): 0.000 eV
<S²>: 3.761
2S+1: 4
HOMO level (spin up / spin down): -14.392 / -13.879 eV
Molar mass: 788.43 g/mol
Energy: -101121.5965 eV
LUMO energy (spin up / spin down): -6.4 / -6.4 eV
Kohn-Sham gap (spin up / spin down): 7.949 / 7.461 eV

Atoms and positions in Å:
Re -2.495 0.009 -2.287
Cl -3.498 2.102 -3.035
C -4.074 1.357 -4.570
Cl -3.509 -0.346 -4.417
H -3.597 1.834 -5.419
H -5.159 1.378 -4.604
O -1.105 -3.916 -0.811
P -2.220 -2.856 -1.150
O -3.516 -3.353 -1.575
O -1.507 -1.760 -1.971
O -2.326 -2.094 0.351
P -2.780 -0.599 0.439
O -2.870 -0.269 1.964
O -3.941 -0.253 -0.422
O -1.575 0.277 -0.116
H -1.434 -4.824 -0.887
H -3.740 -0.389 2.374
C -0.889 3.096 2.010
Si 0.593 2.741 0.953
C 0.530 3.556 -0.715
C 2.224 2.920 1.825
Sb 0.429 0.187 0.456
Si 0.817 -1.322 2.579
C 0.159 -3.025 2.300
C 0.086 -0.411 4.016
C 2.676 -1.205 2.491
Si 1.812 -0.535 -1.652
C 1.008 0.189 -3.163
C 1.950 -2.379 -1.657
C 3.392 0.343 -1.205
H -0.901 4.163 2.248
H -0.866 2.548 2.953
H -1.822 2.862 1.494
H 0.554 4.641 -0.592
H -0.392 3.307 -1.246
H 1.380 3.278 -1.340
H 2.391 3.978 2.042
H 3.065 2.577 1.219
H 2.238 2.388 2.778
H -0.929 -3.051 2.355
H 0.549 -3.670 3.093
H 0.470 -3.443 1.342
H -0.998 -0.332 3.933
H 0.503 0.592 4.121
H 0.311 -0.961 4.934
H 3.083 -1.731 1.625
H 3.088 -1.683 3.385
H 3.043 -0.176 2.487
H 0.156 -0.414 -3.484
H 1.738 0.180 -3.977
H 0.695 1.226 -3.018
H 0.979 -2.855 -1.784
H 2.420 -2.760 -0.749
H 2.584 -2.672 -2.500
H 3.279 1.429 -1.211
H 4.139 0.092 -1.965
H 3.805 0.034 -0.243